Entry 1:
The ion C3H3BrNO2 with charge -1 in a non-equilibrium geometry, computed with wB97M-V/def2-TZVPD.

Output
* HOMO level: -4.307 eV
* SMILES: C/C(=N\Br)C(=O)[O-]
* F_max: 5.2 eV/Å
* energy: -2895.38340 a.u.
* charge: -1
* HOMO-LUMO gap: 7.689 eV
* relative energy (zero: lowest compared OMol25 entry of this formula, charge and spin): 63.44 kcal/mol

Element x y z (Å)
C 0.14 -0.06 -0.15
C -0.53 -1.43 -0.58
N -0.12 -2.64 -0.31
Br 1.67 -2.91 0.53
C -1.74 -1.20 -1.75
O -1.13 -0.89 -2.74
O -2.83 -1.31 -1.32
H -0.70 0.56 0.06
H 0.49 0.47 -1.02
H 0.72 -0.26 0.65

Atomic partial charges in e from the Mulliken method, atoms 1 to 8:
1 C -1.253
2 C 0.822
3 N -0.580
4 Br -0.319
5 C 0.465
6 O -0.613
7 O -0.598
8 H 0.324

=====

Entry 2:
A cluster of 6 separate species, C25H38FIO12 in total in a non-equilibrium geometry, computed with wB97M-V/def2-TZVPD.

Output
* HOMO level: -9.256 eV
* SMILES: CC[C@@H](I)C(=O)OCF.O=C1CCCO1.O=C1CCCO1.O=C1CCCO1.O=C1CCCO1.O=C1CCCO1
* F_max: 1.4 eV/Å
* energy: -2275.90335 a.u.
* charge: 0
* HOMO-LUMO gap: 9.549 eV

Element x y z (Å)
C 0.40 0.12 0.15
C 0.79 -1.35 -0.10
C -0.43 -2.21 -0.43
I 0.14 -4.27 -0.63
C -1.46 -2.19 0.68
O -1.21 -2.25 1.83
O -2.78 -2.15 0.27
C -3.18 -1.11 -0.55
F -3.48 -0.02 0.24
H 0.66 0.42 1.18
H -0.67 0.33 -0.01
H 0.94 0.79 -0.52
H 1.50 -1.42 -0.92
H 1.26 -1.77 0.79
H -0.87 -1.97 -1.40
H -2.40 -0.79 -1.25
H -4.09 -1.41 -1.07
O 0.21 -5.07 -4.39
C -0.77 -5.73 -4.19
C -1.00 -7.20 -4.50
C -2.51 -7.34 -4.38
C -2.85 -6.25 -3.36
O -1.87 -5.23 -3.58
H -0.47 -7.79 -3.75
H -0.60 -7.44 -5.48
H -2.85 -8.33 -4.06
H -2.99 -7.11 -5.34
H -2.75 -6.60 -2.33
H -3.83 -5.81 -3.50
O 5.52 -1.44 -5.76
C 4.53 -2.12 -5.77
C 4.11 -3.16 -6.79
C 2.63 -3.36 -6.49
C 2.58 -3.04 -5.00
O 3.60 -2.05 -4.79
H 4.70 -4.06 -6.62
H 4.32 -2.79 -7.80
H 2.26 -4.36 -6.71
H 2.04 -2.63 -7.05
H 2.80 -3.91 -4.38
H 1.63 -2.63 -4.67
O -0.69 2.97 -0.87
C -0.79 3.19 0.30
C -1.60 2.43 1.34
C -1.64 3.39 2.52
C -0.35 4.18 2.32
O -0.13 4.21 0.91
H -1.05 1.51 1.57
H -2.57 2.16 0.94
H -1.70 2.90 3.49
H -2.49 4.06 2.42
H 0.51 3.68 2.78
H -0.40 5.20 2.68
O 3.06 -0.87 1.85
C 3.08 -0.47 2.98
C 3.73 -1.11 4.20
C 3.07 -0.37 5.36
C 2.75 0.98 4.72
O 2.49 0.70 3.34
H 4.80 -0.92 4.14
H 3.56 -2.18 4.19
H 3.69 -0.28 6.24
H 2.15 -0.87 5.64
H 3.59 1.68 4.78
H 1.86 1.46 5.13
O -3.41 6.24 2.80
C -2.86 7.15 3.35
C -3.24 7.83 4.65
C -2.43 9.13 4.61
C -1.23 8.71 3.77
O -1.73 7.71 2.86
H -2.93 7.18 5.47
H -4.31 7.97 4.70
H -2.14 9.51 5.59
H -2.99 9.90 4.09
H -0.44 8.26 4.37
H -0.80 9.52 3.18

Atomic partial charges in e from the Mulliken method, atoms 1 to 8:
1 C -0.847
2 C -0.613
3 C -0.504
4 I -0.011
5 C 0.280
6 O -0.473
7 O -0.373
8 C -0.029

=====

Entry 3:
The molecule C3H6N2O2, computed with wB97M-V/def2-TZVPD.

Output
* HOMO level: -9.520 eV
* SMILES: CO[C@]12NO[C@H]1N2
* F_max: 0.4 eV/Å
* energy: -377.75351 a.u.
* charge: 0
* HOMO-LUMO gap: 10.525 eV
* relative energy (zero: lowest compared OMol25 entry of this formula, charge and spin): 129.16 kcal/mol

Element x y z (Å)
C -1.65 -0.42 -0.79
O -1.26 -0.04 0.53
C 0.07 0.15 0.67
N 0.79 1.06 -0.23
O 2.02 0.33 0.03
C 1.31 -0.62 0.81
N 0.68 0.00 1.95
H -2.66 -0.82 -0.70
H -0.98 -1.19 -1.19
H -1.64 0.45 -1.46
H 0.91 1.99 0.18
H 1.66 -1.65 0.82
H 1.17 0.81 2.32

Atomic partial charges in e from the Mulliken method, atoms 1 to 8:
1 C -0.683
2 O -0.379
3 C 0.360
4 N -0.245
5 O -0.314
6 C 0.088
7 N -0.564
8 H 0.237